58
Properties=species:S:1:pos:R:3 method="wB97M-V/def2-TZVPD" e_lumo_ev="-0.648 / 0.020" total_charge=0 e_tot_ev=-124200.9694 homo_ha="-0.2919 / -0.2928" spin_multiplicity=2 orbital_gap_ev="7.3 / 8.0"
Fe -0.4475 0.6122 0.7846
C 2.2266 1.9084 0.1773
N 1.3665 1.1118 -0.7149
C 2.0497 -0.1221 -1.1301
C 1.1989 -1.0378 -1.9843
C 1.7958 -1.9701 -2.8268
C 0.9850 -2.8321 -3.5433
C -0.3927 -2.7235 -3.4139
C -0.8946 -1.7464 -2.5720
N -0.1168 -0.9246 -1.8714
C 0.9688 1.9311 -1.8605
C -0.4797 2.3582 -1.8727
C -0.8839 3.2966 -2.8156
C -2.2133 3.6559 -2.8881
C -3.1027 3.0673 -2.0035
C -2.6134 2.1499 -1.0962
N -1.3259 1.7902 -1.0265
C 2.3707 1.2524 1.5173
C 3.4223 1.5051 2.3793
C 3.4466 0.8458 3.5928
C 2.4393 -0.0601 3.8905
C 1.4241 -0.2503 2.9778
N 1.3961 0.4027 1.8104
H 1.7470 2.8740 0.3360
H 3.2103 2.0819 -0.2775
H 2.3432 -0.6633 -0.2293
H 2.9675 0.1152 -1.6860
H 2.8751 -2.0207 -2.9059
H 1.4197 -3.5771 -4.1974
H -1.0640 -3.3763 -3.9552
H -1.9654 -1.6132 -2.4440
H 1.1667 1.3879 -2.7876
H 1.5810 2.8357 -1.9052
H -0.1506 3.7301 -3.4850
H -2.5509 4.3817 -3.6169
H -4.1527 3.3229 -1.9980
H -3.2842 1.7064 -0.3784
H 4.1945 2.2094 2.0989
H 4.2460 1.0300 4.2989
H 2.4249 -0.6016 4.8256
H 0.6047 -0.9261 3.1622
Cl -4.0902 -5.4937 2.0100
C -2.9496 -4.2212 1.6695
C -3.4094 -2.9651 1.3196
C -2.4677 -1.9923 1.0525
Cl -2.9545 -0.3890 0.5817
C -1.0837 -2.1740 1.1309
O -0.2110 -1.2351 0.8921
C -0.6841 -3.4757 1.4826
Cl 1.0205 -3.8088 1.5821
C -1.5905 -4.4824 1.7499
H -4.4666 -2.7507 1.2550
H -1.2363 -5.4657 2.0259
O -2.0131 3.1085 2.9488
S -0.8302 2.3574 2.6736
O -0.3880 2.4855 1.1981
O -1.1556 0.8368 2.4956
O 0.2775 2.5474 3.5666